The following is a DFT calculation (the ωB97M-V functional and the def2-TZVPD basis) of a structure of composition C20H22BrClIrN4O6S.

Charge: +2
Orbital gap (spin up / spin down) in eV: 5.286 / 4.270
Energy relative to the best compared isomer or geometry (same formula, charge and spin) in kJ/mol: 0.0
2S+1: 2
LUMO energy (spin up / spin down) in Ha: -0.3059 / -0.3432

Element x y z (Å)
1 Ir 0.820 0.295 -1.352
2 O -2.988 1.254 -0.342
3 C -3.345 0.172 0.415
4 C -4.541 0.284 1.115
5 C -4.992 -0.755 1.903
6 C -4.259 -1.934 1.999
7 C -3.078 -2.050 1.298
8 C -2.595 -1.001 0.507
9 C -1.276 -1.267 -0.172
10 O -0.946 -0.319 -1.256
11 N -0.205 -1.292 0.792
12 N 1.015 -1.042 0.172
13 C 2.137 -1.431 0.664
14 C 3.378 -1.126 0.024
15 Br 3.201 -0.377 -1.756
16 C 4.630 -1.260 0.513
17 C 5.033 -1.930 1.733
18 C 6.134 -1.406 2.422
19 C 6.543 -1.980 3.611
20 C 5.890 -3.105 4.096
21 C 4.832 -3.668 3.389
22 C 4.399 -3.084 2.215
23 H -2.138 1.080 -0.756
24 H -5.101 1.206 1.028
25 H -5.923 -0.650 2.443
26 H -4.614 -2.754 2.606
27 H -2.511 -2.972 1.350
28 H -1.314 -2.224 -0.697
29 H -0.354 -0.729 1.626
30 H 2.146 -1.971 1.605
31 H 5.431 -0.794 -0.055
32 H 6.652 -0.538 2.032
33 H 7.381 -1.562 4.152
34 H 6.225 -3.566 5.016
35 H 4.363 -4.575 3.746
36 H 3.628 -3.571 1.631
37 O 1.794 3.525 1.051
38 Cl 0.966 2.433 0.782
39 O -0.227 2.755 0.072
40 O 0.727 1.572 1.876
41 O 1.835 1.553 -0.241
42 S 0.457 1.393 -3.291
43 C -1.228 1.968 -3.251
44 N -1.541 3.011 -2.521
45 C -2.875 3.643 -2.548
46 C -3.553 3.316 -3.867
47 C -3.505 1.818 -4.119
48 N -2.105 1.367 -4.022
49 H -0.829 3.398 -1.918
50 H -2.726 4.714 -2.430
51 H -3.443 3.270 -1.696
52 H -3.063 3.844 -4.686
53 H -4.589 3.647 -3.833
54 H -3.860 1.567 -5.116
55 H -4.099 1.270 -3.387
56 H -1.793 0.582 -4.575

The following is a DFT calculation (the ωB97M-V functional and the def2-TZVPD basis) of a structure of composition C25H24MgN3O3.

Charge: -1
Orbital gap in eV: 6.236
Energy relative to the best compared isomer or geometry (same formula, charge and spin) in kJ/mol: 388.1
2S+1: 1
LUMO energy in Ha: 0.0968

Element x y z (Å)
1 Mg 0.170 0.379 -1.247
2 O -1.668 0.426 -0.476
3 C -1.524 -0.816 0.100
4 C -2.100 -0.929 1.485
5 C -2.280 -2.098 2.098
6 C -2.022 -3.382 1.385
7 C -0.858 -3.837 -0.431
8 C -0.548 -2.460 -1.057
9 C 0.148 -2.310 -2.354
10 N 0.380 -1.138 -2.925
11 C 1.131 -1.402 -4.052
12 C 1.348 -2.742 -4.164
13 N 0.707 -3.301 -3.076
14 H -2.351 0.006 1.979
15 H -2.676 -2.137 3.108
16 H -2.576 -4.190 1.870
17 H -0.633 -4.738 -1.010
18 H 1.465 -0.613 -4.704
19 H 1.877 -3.334 -4.889
20 H 0.676 -4.272 -2.822
21 C 0.819 1.130 1.910
22 N 1.808 0.462 1.080
23 C 3.077 1.163 1.145
24 C 1.959 -0.935 1.457
25 C 0.785 -1.813 1.050
26 C 0.600 -3.029 1.576
27 C -0.539 -3.876 1.097
28 C -2.309 -3.347 -0.143
29 C -2.011 -1.989 -0.822
30 C -0.055 -1.372 -0.065
31 H 1.105 1.114 2.977
32 H -0.150 0.649 1.801
33 H 0.713 2.169 1.592
34 H 3.475 1.209 2.175
35 H 2.958 2.179 0.767
36 H 3.811 0.659 0.515
37 H 2.153 -1.026 2.541
38 H 2.845 -1.311 0.937
39 H 1.254 -3.425 2.351
40 H -0.423 -4.900 1.458
41 H -3.197 -3.887 -0.466
42 H -2.653 -1.669 -1.645
43 O 2.380 3.668 -1.433
44 C 1.235 3.244 -1.302
45 O 0.801 2.116 -1.721
46 C 0.215 4.114 -0.578
47 C 0.566 5.419 -0.244
48 C -0.327 6.240 0.427
49 C -1.581 5.756 0.779
50 C -1.932 4.453 0.454
51 C -1.042 3.632 -0.227
52 H 1.555 5.764 -0.519
53 H -0.046 7.256 0.680
54 H -2.281 6.393 1.307
55 H -2.905 4.065 0.732
56 H -1.327 2.610 -0.459

The following is a DFT calculation (the ωB97M-V functional and the def2-TZVPD basis) of the molecule C5H8O at a distorted geometry.

Orbital gap in eV: 10.007
Energy relative to the best compared isomer or geometry (same formula, charge and spin) in kJ/mol: 368.9
2S+1: 1
LUMO energy in Ha: 0.0259

Element x y z (Å)
1 C -2.171 0.807 -0.360
2 C -1.180 -0.351 -0.266
3 C 0.131 0.246 -0.359
4 C 1.276 0.640 -0.198
5 C 2.200 -0.525 0.105
6 O 2.637 -0.494 1.445
7 H -2.043 1.306 -1.324
8 H -3.205 0.481 -0.261
9 H -1.956 1.535 0.429
10 H -1.238 -0.863 0.707
11 H -1.307 -1.096 -1.063
12 H 3.015 -0.606 -0.619
13 H 1.553 -1.394 -0.075
14 H 2.287 0.314 1.840

The following is a DFT calculation (the ωB97M-V functional and the def2-TZVPD basis) of a cluster of 2 separate species, C4H9NO3 in total at a distorted geometry.

Orbital gap in eV: 9.984
Energy relative to the best compared isomer or geometry (same formula, charge and spin) in kJ/mol: 129.9
2S+1: 1
LUMO energy in Ha: 0.0178

Element x y z (Å)
1 O 1.151 3.372 -1.097
2 C 0.843 2.663 -0.162
3 C 0.423 1.229 -0.223
4 N 0.305 0.501 -1.507
5 H 0.869 3.086 0.897
6 H 1.046 0.659 0.512
7 H -0.533 1.178 0.330
8 H -0.236 -0.699 -1.072
9 H -0.315 0.955 -2.169
10 H 1.227 0.424 -1.936
11 O -0.213 -0.888 1.561
12 C -0.621 -1.752 0.738
13 O -0.754 -1.634 -0.548
14 C -1.035 -3.100 1.339
15 H -1.322 -3.820 0.589
16 H -0.123 -3.447 1.939
17 H -1.874 -2.881 1.989

The following is a DFT calculation (the ωB97M-V functional and the def2-TZVPD basis) of a structure of composition C52H42ClIN7O3P2SSeTi.

Charge: +1
Orbital gap in eV: 6.292
Energy relative to the best compared isomer or geometry (same formula, charge and spin) in kJ/mol: 7.8
2S+1: 1
LUMO energy in Ha: -0.1312

Element x y z (Å)
1 Ti 0.341 -0.362 -0.196
2 C -3.110 -1.050 0.793
3 N -3.950 -0.064 0.166
4 C -3.367 1.013 -0.591
5 P -1.707 1.569 -0.010
6 C -1.948 2.131 1.690
7 C -0.816 2.496 2.423
8 C -0.946 2.979 3.713
9 C -2.207 3.090 4.288
10 C -3.331 2.719 3.570
11 C -3.207 2.245 2.270
12 C -1.621 3.086 -1.010
13 C -1.502 2.966 -2.391
14 C -1.475 4.098 -3.191
15 C -1.570 5.357 -2.615
16 C -1.704 5.479 -1.239
17 C -1.734 4.349 -0.436
18 C -5.335 -0.283 0.069
19 C -6.021 -0.952 1.085
20 C -7.384 -1.172 0.979
21 C -8.094 -0.718 -0.123
22 C -7.418 -0.042 -1.126
23 C -6.051 0.171 -1.041
24 P -1.861 -1.754 -0.381
25 C -2.860 -1.993 -1.874
26 C -2.622 -1.315 -3.064
27 C -3.502 -1.450 -4.129
28 C -4.622 -2.255 -4.009
29 C -4.867 -2.935 -2.823
30 C -3.991 -2.807 -1.761
31 C -1.571 -3.417 0.276
32 C -1.555 -3.631 1.651
33 C -1.274 -4.892 2.154
34 C -0.997 -5.939 1.289
35 C -0.994 -5.724 -0.082
36 C -1.277 -4.467 -0.591
37 H -3.732 -1.891 1.108
38 H -2.587 -0.675 1.686
39 H -4.036 1.881 -0.561
40 H -3.214 0.779 -1.659
41 H 0.166 2.397 1.975
42 H -0.065 3.259 4.274
43 H -2.309 3.460 5.298
44 H -4.312 2.802 4.015
45 H -4.095 1.960 1.723
46 H -1.413 1.994 -2.860
47 H -1.375 3.992 -4.262
48 H -1.550 6.241 -3.237
49 H -1.791 6.457 -0.786
50 H -1.844 4.457 0.635
51 H -5.496 -1.282 1.970
52 H -7.899 -1.690 1.777
53 H -9.158 -0.887 -0.197
54 H -7.954 0.313 -1.995
55 H -5.538 0.660 -1.856
56 H -1.749 -0.686 -3.175
57 H -3.304 -0.926 -5.054
58 H -5.306 -2.358 -4.839
59 H -5.742 -3.561 -2.724
60 H -4.189 -3.342 -0.841
61 H -1.745 -2.820 2.343
62 H -1.261 -5.051 3.223
63 H -0.773 -6.920 1.682
64 H -0.770 -6.536 -0.758
65 H -1.277 -4.308 -1.662
66 Cl 4.474 -0.355 5.438
67 C 3.152 -0.317 4.320
68 C 1.880 -0.523 4.773
69 C 0.776 -0.496 3.882
70 I -1.136 -0.791 4.619
71 C 0.993 -0.275 2.554
72 O 0.034 -0.213 1.622
73 C 2.306 -0.054 2.085
74 N 2.403 0.157 0.747
75 C 3.590 0.358 0.229
76 C 4.764 0.369 1.011
77 C 4.677 0.157 2.359
78 C 3.411 -0.068 2.943
79 H 1.712 -0.712 5.823
80 H 3.639 0.516 -0.842
81 H 5.717 0.539 0.531
82 H 5.560 0.153 2.983
83 N 6.588 -1.481 -4.105
84 C 5.296 -1.138 -3.845
85 C 4.727 -0.002 -4.441
86 C 3.429 0.360 -4.161
87 C 2.679 -0.406 -3.270
88 C 3.225 -1.544 -2.675
89 C 4.523 -1.903 -2.959
90 S 1.062 0.065 -2.893
91 O 0.453 0.697 -4.018
92 O 0.392 -1.117 -2.297
93 N 1.014 0.950 -1.537
94 C 1.591 2.216 -1.416
95 N 2.227 2.714 -2.465
96 C 2.756 3.921 -2.289
97 C 2.657 4.610 -1.094
98 C 1.985 3.970 -0.065
99 N 1.455 2.761 -0.211
100 H 7.067 -1.052 -4.877
101 H 6.916 -2.393 -3.837
102 H 5.311 0.583 -5.137
103 H 2.989 1.227 -4.626
104 H 2.629 -2.148 -2.003
105 H 4.942 -2.791 -2.507
106 H 3.275 4.345 -3.140
107 H 3.082 5.592 -0.968
108 H 1.860 4.437 0.904
109 Se 2.556 -4.059 1.760
110 C 1.692 -2.921 0.759
111 N 1.159 -2.125 0.071

The following is a DFT calculation (the ωB97M-V functional and the def2-TZVPD basis) of a cluster of 2 separate species, C4H8O3 in total at a distorted geometry.

Orbital gap in eV: 9.325
Energy relative to the best compared isomer or geometry (same formula, charge and spin) in kJ/mol: 184.9
2S+1: 1
LUMO energy in Ha: 0.0198

Element x y z (Å)
1 C 2.153 -1.066 0.911
2 C 1.303 0.158 0.767
3 C 1.591 1.112 -0.126
4 O 1.018 2.354 -0.099
5 H 1.568 -1.934 1.232
6 H 2.652 -1.264 -0.039
7 H 2.920 -0.957 1.683
8 H 0.607 0.381 1.573
9 H 2.233 0.915 -0.973
10 H 0.287 2.279 0.517
11 O -2.062 0.226 -1.081
12 C -1.803 -0.903 -0.839
13 O -2.308 -1.531 0.262
14 H -1.139 -1.527 -1.454
15 H -1.659 -2.198 0.507

The following is a DFT calculation (the ωB97M-V functional and the def2-TZVPD basis) of a cluster of 4 separate species, C34H77Cl2N5O8 in total.

Orbital gap in eV: 8.945
2S+1: 1
LUMO energy in Ha: 0.0174

Element x y z (Å)
1 C 2.730 -2.433 -0.609
2 C 1.722 -3.006 -1.625
3 C 0.368 -3.271 -0.983
4 Cl -0.505 -4.635 -1.868
5 N -0.417 -2.077 -0.873
6 C -1.474 -2.251 0.137
7 C -0.980 -1.917 1.559
8 C -1.729 -0.767 2.223
9 Cl -1.079 -3.384 2.610
10 C -0.974 -1.613 -2.151
11 C -0.989 -0.084 -2.327
12 C -2.167 0.653 -1.686
13 C -3.501 0.325 -2.362
14 C -4.610 1.348 -2.069
15 C -5.505 0.898 -0.920
16 N -6.613 1.833 -0.651
17 C -6.148 3.027 0.058
18 C -7.686 1.229 0.016
19 C -8.310 0.032 -0.656
20 O -8.132 1.672 1.049
21 O 0.280 0.474 -2.021
22 C 0.498 0.907 -0.695
23 H 2.949 -1.393 -0.862
24 H 3.661 -2.998 -0.589
25 H 2.313 -2.429 0.403
26 H 2.097 -3.949 -2.028
27 H 1.611 -2.319 -2.464
28 H 0.510 -3.670 0.023
29 H -1.837 -3.286 0.129
30 H -2.331 -1.623 -0.102
31 H 0.086 -1.700 1.489
32 H -1.265 0.190 1.961
33 H -2.770 -0.728 1.893
34 H -1.706 -0.855 3.309
35 H -1.980 -2.033 -2.283
36 H -0.374 -2.012 -2.970
37 H -1.094 0.074 -3.409
38 H -1.979 1.726 -1.793
39 H -2.235 0.424 -0.618
40 H -3.353 0.259 -3.445
41 H -3.852 -0.667 -2.050
42 H -5.249 1.444 -2.953
43 H -4.183 2.336 -1.882
44 H -4.917 0.760 0.000
45 H -5.919 -0.073 -1.190
46 H -6.981 3.703 0.236
47 H -5.398 3.531 -0.552
48 H -5.703 2.774 1.029
49 H -7.754 -0.875 -0.399
50 H -8.318 0.121 -1.741
51 H -9.320 -0.088 -0.265
52 H -0.010 1.856 -0.485
53 H 1.572 1.073 -0.590
54 H 0.205 0.153 0.038
55 C -9.303 2.567 4.010
56 O -10.165 1.478 4.290
57 C -9.622 0.206 3.962
58 C -9.354 -0.607 5.209
59 N -8.251 -0.044 5.975
60 C -8.052 -0.642 7.290
61 C -9.164 -0.489 8.321
62 O -9.362 0.838 8.767
63 C -10.226 1.629 7.974
64 H -9.881 3.478 4.159
65 H -8.440 2.590 4.686
66 H -8.949 2.531 2.979
67 H -8.714 0.320 3.364
68 H -10.362 -0.321 3.352
69 H -9.094 -1.629 4.918
70 H -10.291 -0.651 5.782
71 H -8.406 0.950 6.087
72 H -7.147 -0.203 7.717
73 H -7.854 -1.710 7.155
74 H -8.870 -1.060 9.206
75 H -10.113 -0.914 7.971
76 H -11.008 1.025 7.505
77 H -9.689 2.174 7.192
78 H -10.696 2.361 8.632
79 C 6.055 -1.387 -1.124
80 O 6.354 -2.755 -0.913
81 C 7.318 -3.285 -1.815
82 C 8.611 -3.610 -1.100
83 N 9.295 -2.396 -0.677
84 C 10.445 -2.613 0.192
85 C 10.200 -3.238 1.560
86 O 9.469 -2.416 2.448
87 C 8.061 -2.506 2.349
88 H 5.211 -1.143 -0.482
89 H 6.897 -0.740 -0.856
90 H 5.783 -1.198 -2.164
91 H 7.497 -2.587 -2.637
92 H 6.905 -4.207 -2.234
93 H 9.265 -4.162 -1.783
94 H 8.365 -4.278 -0.262
95 H 8.633 -1.798 -0.200
96 H 10.920 -1.643 0.355
97 H 11.169 -3.235 -0.345
98 H 11.176 -3.390 2.030
99 H 9.728 -4.226 1.485
100 H 7.741 -3.509 2.050
101 H 7.648 -1.781 1.642
102 H 7.649 -2.287 3.334
103 C 7.353 3.928 -7.207
104 O 7.414 4.502 -5.919
105 C 6.204 5.107 -5.481
106 C 5.597 4.338 -4.329
107 N 5.097 3.043 -4.766
108 C 4.669 2.158 -3.689
109 C 5.718 1.686 -2.689
110 O 6.695 0.821 -3.237
111 C 7.810 1.463 -3.828
112 H 8.366 3.630 -7.474
113 H 6.707 3.043 -7.239
114 H 6.993 4.649 -7.948
115 H 5.492 5.186 -6.308
116 H 6.444 6.118 -5.142
117 H 4.763 4.917 -3.919
118 H 6.364 4.259 -3.546
119 H 5.818 2.579 -5.304
120 H 4.231 1.269 -4.150
121 H 3.866 2.655 -3.135
122 H 5.192 1.105 -1.925
123 H 6.205 2.520 -2.168
124 H 8.045 2.404 -3.326
125 H 7.658 1.658 -4.894
126 H 8.662 0.790 -3.729